No. 1
Computed, not measured: a cluster of 2 separate species, CH5NOS in total in a non-equilibrium geometry, with ωB97M-V/def2-TZVPD.

Properties
Largest force on an atom   1.37 eV/Å
ΔE to the lowest compared entry with this formula, charge and spin   584.5 kJ/mol
Calculated total energy   -569.0655 Ha
Net charge   0
E_HOMO (alpha / beta)   -8.526 / -9.033 eV

```
9
Properties=species:S:1:pos:R:3:mulliken_charge:R:1
S -0.51 0.05 0.25 0.541
O -1.95 0.06 0.23 -0.568
N 0.02 -1.31 -0.64 -0.525
C 0.20 1.35 -0.60 -0.602
H 0.77 -0.09 2.70 0.003
H -0.15 2.32 -0.30 0.325
H 0.96 -1.58 -0.41 0.262
H -0.63 -2.08 -0.59 0.273
H 1.28 1.28 -0.64 0.291
```

***

No. 2
Computed, not measured: a structure of composition C14H27F6FeNO6 in a non-equilibrium geometry, with ωB97M-V/def2-TZVPD.

Properties
Largest force on an atom   3.00 eV/Å
ΔE to the lowest compared entry with this formula, charge and spin   163.8 kJ/mol
2S+1   5
Calculated total energy   -2918.6849 Ha
Expectation value of S²   6.008
Net charge   0
E_HOMO (alpha / beta)   -8.508 / -7.914 eV

```
55
Properties=species:S:1:pos:R:3:mulliken_spin:R:1
Fe 0.58 -0.81 0.37 3.789
F -1.22 1.89 4.06 0.000
F 1.29 3.28 -1.21 0.000
F 1.55 2.71 -3.30 0.000
F -0.28 3.60 -2.75 0.000
F 0.85 1.18 3.75 0.000
F -0.49 0.16 5.11 0.000
O 2.49 0.00 0.78 0.020
O -0.52 0.94 -3.19 0.000
O -1.07 0.70 1.55 0.029
O -0.18 -1.10 2.30 0.054
O 0.52 0.26 -1.40 0.071
O -0.94 -2.13 -0.29 0.007
N 1.82 -2.42 -0.01 0.024
C 3.00 1.30 1.12 -0.003
C -2.31 -2.28 0.13 0.003
C -0.41 0.80 3.92 0.004
C 3.43 -0.97 1.23 0.013
C -1.18 3.11 1.31 -0.001
C -0.02 1.40 -1.91 -0.012
C -0.37 -3.38 -0.67 0.005
C -1.76 1.45 -3.65 0.000
C 0.65 2.77 -2.28 0.005
C 2.85 -2.41 1.04 -0.005
C -0.97 -0.08 2.73 -0.015
C -1.98 1.79 1.36 -0.002
C -2.45 0.48 -4.59 0.000
C 0.93 -3.58 0.08 0.001
H -1.94 -0.39 3.14 0.000
H -1.71 3.94 0.85 0.000
H -1.71 2.43 -4.15 0.000
H -0.89 1.66 -1.29 0.006
H 4.05 1.38 0.83 0.001
H -2.76 -1.29 0.10 0.003
H 2.28 -2.45 -0.91 0.002
H -2.81 1.74 2.07 0.000
H 0.92 -4.04 1.07 -0.002
H -0.90 -4.22 -0.22 0.001
H -1.89 0.26 -5.50 0.000
H 4.30 -0.94 0.57 0.000
H 3.71 -0.76 2.27 0.000
H -2.30 -2.60 1.18 -0.001
H 1.45 -4.42 -0.42 0.001
H 2.42 2.02 0.54 0.002
H -2.76 -3.07 -0.46 0.001
H -0.20 -3.48 -1.74 0.000
H -0.25 2.98 0.74 -0.001
H -0.82 3.29 2.32 0.000
H -2.48 1.72 -2.87 0.000
H -2.59 -0.54 -4.22 0.000
H 3.68 -3.09 0.82 0.002
H 2.49 -2.85 1.97 -0.004
H -2.46 1.63 0.40 0.002
H -3.41 0.91 -4.86 0.000
H 2.71 1.52 2.15 0.001
```

***

No. 3
Computed, not measured: a cluster of 17 separate species, C4H40O17 in total in a non-equilibrium geometry, with ωB97M-V/def2-TZVPD.

Properties
Largest force on an atom   1.81 eV/Å
ΔE to the lowest compared entry with this formula, charge and spin   0.0 kJ/mol
Calculated total energy   -1455.4573 Ha
Net charge   0
E_HOMO   -8.794 eV

```
61
Properties=species:S:1:pos:R:3:mulliken_charge:R:1
O -3.13 0.85 -1.44 -0.633
O -0.46 1.56 3.85 -0.685
O 0.52 3.26 2.07 -0.713
O -2.12 -3.99 -0.33 -0.665
O 1.79 -0.16 4.32 -0.662
O -3.30 -1.87 -1.58 -0.575
O -3.63 0.20 1.62 -0.612
O 0.47 -4.22 -0.94 -0.709
O -1.53 2.36 0.57 -0.594
O 3.57 1.72 3.56 -0.735
O -1.61 2.89 -2.54 -0.682
O -0.99 -2.70 -3.16 -0.648
O 2.85 -3.29 -0.02 -0.653
O 0.69 1.28 -3.91 -0.610
O -1.62 -0.12 -4.01 -0.683
O 3.14 3.44 1.44 -0.722
O 2.60 -1.99 2.54 -0.639
C 1.36 0.72 -2.80 -1.103
C 0.46 0.21 0.97 0.016
C 0.53 0.49 -1.58 0.616
C 1.08 0.31 -0.39 -0.379
H -2.72 0.55 1.65 0.243
H 1.23 -0.12 1.65 0.088
H -2.41 0.30 -3.65 0.223
H 1.49 3.38 2.01 0.407
H 3.78 -3.44 0.13 0.292
H 2.02 -2.39 3.18 0.273
H -1.36 -1.02 -3.76 0.457
H 1.44 -0.27 5.21 0.270
H 0.18 3.02 1.20 0.339
H 2.84 1.34 4.09 0.399
H -1.02 1.97 4.52 0.269
H -0.75 2.71 -2.92 0.379
H 2.62 -2.73 0.74 0.324
H 2.20 1.41 -2.65 0.389
H -1.19 -3.94 -0.61 0.370
H -2.39 2.65 0.94 0.328
H -3.38 0.06 -1.94 0.290
H 2.17 0.30 -0.33 0.232
H 3.51 2.89 2.15 0.443
H 1.90 -0.20 -3.09 0.275
H 0.84 -3.65 -0.25 0.435
H -1.81 2.35 -0.36 0.304
H -0.55 0.47 -1.75 0.383
H -3.14 -2.59 -2.21 0.266
H 1.24 -4.51 -1.43 0.277
H -0.47 -0.38 0.90 0.048
H 2.95 -1.18 2.91 0.235
H -3.01 -2.23 -0.73 0.275
H -2.48 -4.81 -0.68 0.309
H 1.08 0.36 3.89 0.418
H -2.15 2.10 -2.44 0.288
H 0.04 1.16 1.34 -0.177
H 3.81 1.07 2.90 0.312
H -0.45 -2.81 -2.36 0.332
H -0.33 2.25 3.15 0.458
H -2.86 0.67 -0.54 0.239
H -3.33 -0.70 1.83 0.352
H -0.11 0.75 -4.11 0.433
H 3.25 4.36 1.68 0.303
H -0.35 -2.77 -3.88 0.296
```

***

No. 4
Computed, not measured: a structure of composition C11H10N2 in a non-equilibrium geometry, with ωB97M-V/def2-TZVPD.

Properties
Largest force on an atom   11.79 eV/Å
ΔE to the lowest compared entry with this formula, charge and spin   908.7 kJ/mol
Calculated total energy   -534.3408 Ha
Net charge   0
E_HOMO   -9.069 eV

```
23
Properties=species:S:1:pos:R:3:mulliken_charge:R:1
N -0.97 -0.69 0.01 -0.308
N 3.20 -0.52 -1.35 -0.443
C 2.05 -0.27 -1.21 0.037
C -3.08 -1.81 0.22 -1.109
C -2.20 -0.61 0.02 0.695
C -2.87 0.71 -0.25 -0.772
C -2.02 1.72 -0.32 -0.400
C -0.64 1.56 -0.25 -0.713
C 1.26 0.12 -0.04 0.963
C 4.00 -0.31 -0.08 -0.226
C 3.39 0.00 0.94 -0.010
C -0.06 0.31 -0.13 -0.842
C 2.08 0.26 1.10 -0.213
H -0.10 2.32 -0.38 0.841
H 1.38 1.02 2.19 0.159
H 1.14 -0.50 -2.33 0.123
H 4.13 0.29 1.90 0.146
H -3.69 -1.66 1.15 0.265
H -2.46 2.75 -0.42 0.304
H -3.78 0.85 -0.20 0.666
H -2.50 -3.11 0.14 0.226
H -3.53 -2.08 -0.67 0.408
H 5.27 -0.34 -0.03 0.204
```

***

No. 5
Computed, not measured: a cluster of 2 separate species, HNO4S in total in a non-equilibrium geometry, with ωB97M-V/def2-TZVPD.

Properties
Largest force on an atom   2.95 eV/Å
ΔE to the lowest compared entry with this formula, charge and spin   529.0 kJ/mol
Calculated total energy   -754.1910 Ha
Net charge   0
E_HOMO (alpha / beta)   -9.378 / -9.378 eV

```
7
Properties=species:S:1:pos:R:3:mulliken_charge:R:1
S -2.18 2.59 -2.35 0.375
O -0.44 2.00 -0.56 -0.439
O -1.40 -0.30 -0.24 -0.255
O -0.35 0.17 0.34 -0.113
O -3.37 1.93 -2.71 -0.403
N -1.32 1.69 -1.29 0.427
H 0.44 0.24 -0.29 0.407
```

***

No. 6
Computed, not measured: a structure of composition C7H28N14O7Tl in a non-equilibrium geometry, with ωB97M-V/def2-TZVPD.

Properties
Largest force on an atom   6.10 eV/Å
2S+1   2
Calculated total energy   -1747.7896 Ha
Expectation value of S²   1.788
Net charge   +4
E_HOMO (alpha / beta)   -19.642 / -19.644 eV

```
57
Properties=species:S:1:pos:R:3:mulliken_spin:R:1
Tl 1.20 24.97 -16.59 0.050
O 2.14 25.93 -13.94 0.024
O 0.41 23.50 -14.26 0.743
O -1.03 26.55 -17.66 0.012
O 0.06 24.32 -19.25 0.029
O -1.50 23.76 -16.60 0.004
O 1.27 27.88 -16.04 0.520
O 3.71 26.55 -16.91 0.362
N -0.68 22.24 -19.75 -0.457
N -2.06 27.25 -19.55 -0.012
N -1.27 23.93 -21.02 -0.633
N 5.49 26.15 -15.62 0.014
N 3.79 26.99 -13.00 0.004
N -3.36 22.68 -17.19 -0.005
N -0.24 29.06 -14.89 0.026
N -2.65 28.19 -17.68 0.001
N 1.49 30.05 -15.75 0.033
N -3.53 24.63 -16.35 -0.006
N 5.35 27.92 -16.69 0.079
N 1.96 26.61 -11.85 -0.001
N 0.17 22.04 -12.54 0.228
N 1.26 23.83 -12.24 -0.006
C -0.60 23.56 -19.92 0.018
C 4.75 26.86 -16.40 -0.024
C -2.70 23.69 -16.67 0.000
C -1.86 27.26 -18.24 -0.001
C 0.85 28.92 -15.61 -0.020
C 2.60 26.53 -12.98 0.000
C 0.64 23.14 -13.09 -0.046
H -0.59 29.96 -14.61 0.002
H -0.75 28.25 -14.59 0.000
H 5.08 25.25 -15.41 -0.001
H -4.37 22.64 -17.27 0.001
H 4.12 27.30 -12.10 0.000
H -4.53 24.44 -16.33 0.001
H 0.03 21.83 -11.56 -0.009
H 4.40 26.54 -13.67 0.000
H -3.31 28.66 -18.29 0.000
H -2.81 21.83 -17.23 0.000
H -0.08 21.88 -19.03 0.017
H -0.50 21.62 -13.17 -0.013
H 4.88 28.67 -17.19 -0.002
H -1.36 26.69 -20.01 -0.002
H 6.31 26.53 -15.18 0.001
H -1.39 21.68 -20.19 0.018
H 1.64 24.65 -12.69 0.002
H 6.15 28.06 -16.08 -0.003
H 1.45 23.68 -11.26 0.003
H -1.83 23.20 -21.44 0.021
H 1.10 30.91 -15.38 0.002
H 1.09 26.10 -11.84 0.000
H -2.64 27.96 -19.97 0.001
H -3.20 25.31 -15.69 0.000
H 2.17 27.35 -11.20 0.000
H -1.10 24.84 -21.42 0.024
H -2.67 28.31 -16.68 0.000
H 2.25 30.09 -16.42 -0.002
```

***

No. 7
Computed, not measured: a structure of composition C39H60GeN4P3S4SbTi, with ωB97M-V/def2-TZVPD.

Properties
Largest force on an atom   0.58 eV/Å
ΔE to the lowest compared entry with this formula, charge and spin   89.3 kJ/mol
2S+1   2
Calculated total energy   -7524.8089 Ha
Expectation value of S²   0.763
Net charge   -1
E_HOMO (alpha / beta)   -3.850 / -4.632 eV

```
113
Properties=species:S:1:pos:R:3:mulliken_spin:R:1
Sb -0.03 2.60 -4.57 0.310
Ge 0.75 -0.36 0.46 -0.005
Ti -0.03 1.19 -1.60 -0.054
S -1.27 1.60 -6.21 0.279
S 1.97 1.83 -1.76 0.073
S -1.53 2.66 -2.63 0.135
S 0.83 4.69 -4.85 0.236
P -2.31 0.00 -0.76 -0.016
P 1.04 -1.10 -2.72 -0.023
P 0.12 2.80 0.48 0.027
N 1.63 0.86 1.67 0.009
N 1.37 -1.57 2.62 0.002
N 1.81 -1.88 -0.07 -0.002
N -0.81 -1.28 1.18 -0.004
C -0.96 -3.07 -3.40 0.001
C 1.62 4.85 -0.93 0.003
C -3.58 -0.54 -2.04 0.003
C 1.94 -2.99 0.78 0.002
C 4.57 0.75 3.95 0.000
C -1.01 -1.40 2.54 0.004
C -1.88 -1.52 0.23 0.001
C -1.16 -1.35 5.37 0.001
C -2.31 -1.40 4.59 0.001
C -0.83 4.35 2.75 0.001
C 2.72 -0.97 -3.54 -0.010
C -3.79 2.30 -0.09 0.021
C 0.35 -2.42 -3.86 -0.014
C -3.42 0.92 0.43 -0.007
C 3.89 -0.83 -2.56 0.002
C -1.06 3.08 1.92 0.000
C -2.24 -1.42 3.20 -0.008
C 1.50 -2.33 -1.42 0.003
C 0.15 -1.44 3.35 0.003
C 0.20 -1.95 -5.31 0.018
C 2.29 -4.27 0.32 -0.001
C -0.77 5.32 -0.37 0.001
C 3.65 1.26 3.05 0.000
C -3.11 -0.31 -3.48 0.007
C 0.50 4.58 0.07 0.001
C -4.14 -1.94 -1.80 -0.001
C 1.63 2.28 1.38 0.007
C -4.70 0.18 0.82 0.001
C 2.50 -0.84 3.10 -0.005
C 2.31 -5.37 1.18 -0.002
C 1.64 -3.98 2.98 -0.002
C 1.97 -5.24 2.51 0.001
C -1.07 1.89 2.88 0.000
C 2.84 0.08 -4.65 0.063
C 0.08 -1.38 4.72 0.000
C 1.65 -2.88 2.14 -0.001
C 3.43 -1.35 3.97 -0.001
C 4.49 -0.56 4.41 0.001
C 2.59 0.46 2.59 0.005
H 1.34 4.57 -1.95 0.000
H 0.82 4.97 1.03 0.001
H -1.13 0.94 2.36 0.000
H -3.66 -0.95 -4.17 0.000
H -1.00 5.07 -1.41 0.002
H -1.79 -2.38 -3.49 0.000
H -2.05 -0.49 -3.63 -0.007
H 3.90 -1.61 -1.80 -0.001
H 2.00 0.09 -5.34 -0.015
H -2.81 1.03 1.33 -0.002
H 1.16 -1.72 -5.77 0.003
H 5.22 -0.96 5.10 0.000
H 2.49 2.60 0.78 0.004
H 2.59 -6.34 0.78 0.000
H 1.13 -3.20 -3.83 -0.001
H 1.96 -6.10 3.17 0.000
H 2.55 4.35 -0.68 0.000
H 0.18 4.38 3.17 0.000
H -4.59 -2.05 -0.82 0.000
H -0.42 -1.06 -5.40 -0.008
H -1.18 -3.92 -4.06 0.000
H -3.28 -1.40 5.07 0.000
H -5.42 0.16 0.00 0.000
H -3.26 0.73 -3.79 0.004
H 1.81 5.93 -0.93 0.000
H -2.91 2.90 -0.35 -0.016
H 0.68 -3.05 -1.38 -0.001
H 2.93 1.08 -4.23 -0.027
H 5.39 1.38 4.28 0.000
H 3.87 0.13 -2.06 0.001
H 3.77 2.26 2.68 0.000
H -4.91 -2.15 -2.55 0.000
H -1.55 -2.26 -0.51 -0.001
H -1.53 4.33 3.59 0.000
H 1.35 -3.83 4.02 0.000
H 4.82 -0.90 -3.13 0.000
H -2.75 -1.95 0.71 -0.001
H 1.66 2.84 2.32 0.000
H -5.18 0.70 1.65 0.000
H -1.92 1.96 3.56 0.000
H -3.16 -1.40 2.64 -0.001
H -0.26 -2.75 -5.90 0.000
H 1.00 -1.38 5.29 0.000
H -0.92 -3.46 -2.38 0.000
H -0.59 6.40 -0.32 0.000
H 3.34 -2.38 4.31 0.000
H 2.55 -4.44 -0.71 0.000
H -2.05 3.16 1.47 0.000
H -4.40 2.23 -0.99 0.003
H -4.37 2.84 0.66 0.000
H -3.38 -2.72 -1.91 0.000
H 3.75 -0.12 -5.23 -0.001
H -1.21 -1.31 6.44 0.000
H 2.81 -1.96 -4.01 0.003
H 2.35 -2.85 -1.87 0.002
H -1.64 5.09 0.24 -0.003
H -4.40 0.16 -1.87 -0.001
H -4.54 -0.85 1.14 0.000
H -0.16 1.86 3.48 0.000
H -1.00 5.27 2.19 0.000
```

***

No. 8
Computed, not measured: a structure of composition C9H12BEuI2LuNO4S in a non-equilibrium geometry, with ωB97M-V/def2-TZVPD.

Properties
Largest force on an atom   6.96 eV/Å
2S+1   7
Calculated total energy   -3668.2977 Ha
Expectation value of S²   12.079
Net charge   +4
E_HOMO (alpha / beta)   -21.088 / -21.090 eV

```
32
Properties=species:S:1:pos:R:3:mulliken_spin:R:1
Lu -0.48 -1.75 0.55 0.015
Eu -0.09 1.79 1.29 4.104
I -2.26 1.66 3.33 0.669
I -2.68 -1.45 2.96 1.172
S -2.02 0.18 0.09 0.073
O 3.48 3.26 0.77 0.000
O 2.08 -4.18 -0.01 0.000
O -1.36 -3.04 -2.65 0.000
O -0.26 3.99 -2.18 0.001
N 1.62 -0.64 1.08 -0.002
C -2.03 0.61 -2.85 -0.003
C 2.69 -0.71 1.58 -0.002
C 2.49 2.78 0.60 -0.001
C -4.01 -0.48 -1.75 0.000
C -0.96 -2.52 -1.70 -0.001
C -3.56 2.02 -1.47 0.003
C -0.13 3.14 -1.40 -0.005
C -2.97 0.63 -1.68 -0.020
C 1.25 -3.37 0.01 0.003
B 4.02 -0.88 2.33 0.000
H 3.91 -0.38 3.48 -0.002
H -2.60 0.80 -3.78 0.006
H -1.53 -0.36 -2.97 0.000
H -1.24 1.37 -2.79 -0.002
H -4.71 -0.36 -2.57 -0.001
H 4.95 -0.38 1.68 0.000
H -2.78 2.78 -1.40 -0.001
H -4.58 -0.52 -0.82 -0.002
H -4.12 2.07 -0.53 -0.003
H -3.53 -1.45 -1.85 0.000
H -4.24 2.31 -2.28 0.002
H 4.17 -2.13 2.43 -0.002
```